1.
141
Properties=species:S:1:pos:R:3:lowdin_charge:R:1 method="wB97M-V/def2-TZVPD" gap_ev=6.0 charge=+1 homo_ev=-10.33
N 5.4267 -4.9071 -1.3888 0.192
C 5.2749 -3.6291 -1.7945 -0.343
N 6.0586 -2.9692 -2.6886 0.152
C 5.5038 -1.5601 -2.6818 -0.101
C 4.0584 -1.7508 -2.3202 -0.275
C 3.3768 -0.5493 -1.6553 -0.124
C 2.2558 0.0756 -2.5234 -0.163
C 0.8936 0.0672 -1.8303 -0.251
N 0.1681 -1.1580 -2.1422 -0.076
C -1.1838 -1.1465 -1.5471 -0.150
C -1.9554 -2.3382 -2.1012 -0.151
C -1.3323 -3.3903 -2.7472 -0.049
C -2.1119 -4.4174 -3.2543 -0.095
C -3.4812 -4.4228 -3.1045 -0.079
C -4.0895 -3.3660 -2.4540 -0.004
C -3.3347 -2.3364 -1.9377 -0.282
O -3.9342 -1.2916 -1.2626 0.032
N 4.2364 -2.8627 -1.3172 0.150
H 5.7817 -5.1096 -0.4709 0.129
H 5.2383 -5.6662 -2.0268 0.117
H 5.9043 -3.2876 -3.6521 0.156
H 5.7212 -0.9842 -3.5721 0.139
H 5.9520 -1.1644 -1.7682 0.135
H 3.4299 -2.1675 -3.1062 0.151
H 2.9559 -0.8436 -0.6967 0.113
H 4.1473 0.2039 -1.4936 0.116
H 2.5214 1.1149 -2.7068 0.109
H 2.2254 -0.4289 -3.4883 0.108
H 0.3563 0.9705 -2.1454 0.115
H 1.0510 0.0833 -0.7513 0.107
H -0.0202 -1.1156 -3.1398 0.112
H -1.1310 -1.1745 -0.4617 0.131
H -1.7054 -0.2640 -1.9279 0.124
H -0.2625 -3.4270 -2.8630 0.095
H -1.6037 -5.2276 -3.7579 0.098
H -4.0631 -5.2456 -3.4875 0.106
H -5.1648 -3.3508 -2.3542 0.124
H -3.9769 -1.5780 -0.3414 0.103
H 4.4764 -2.4671 -0.4053 0.168
C -6.9151 0.2665 1.0808 -0.110
O -5.6160 0.3881 1.6481 -0.320
P -5.1279 -0.7875 2.7241 0.628
O -5.7760 -1.9424 2.0162 -0.252
O -6.0888 -0.1710 3.8920 -0.284
C -5.9544 1.2100 4.2777 -0.085
O -4.3088 -1.7760 3.7760 -0.253
C -4.6866 -1.9254 5.1399 -0.102
H -7.1830 1.2460 0.6837 0.077
H -6.9031 -0.4510 0.2633 0.085
H -7.6546 -0.0257 1.8258 0.094
H -6.8055 1.7726 3.8949 0.092
H -5.0328 1.6529 3.9049 0.061
H -5.9565 1.2600 5.3661 0.089
H -5.7208 -2.2587 5.2083 0.097
H -4.5437 -1.0019 5.6990 0.087
H -4.0332 -2.6868 5.5642 0.091
C -1.5850 2.9697 5.9799 -0.077
O -1.7058 3.6627 4.7265 -0.268
P -1.6911 2.7319 3.3924 0.558
O -2.4031 1.4982 3.7815 -0.236
O -0.0578 2.5652 3.4576 -0.288
C 0.7713 3.7091 3.6920 -0.108
O -1.7407 2.6397 1.7589 -0.234
C -0.5953 2.3492 0.9647 -0.103
H -1.2886 3.7016 6.7224 0.066
H -2.5415 2.5455 6.2718 0.094
H -0.8261 2.1892 5.9242 0.096
H 1.1692 3.6621 4.7053 0.089
H 0.2317 4.6464 3.5668 0.089
H 1.6015 3.6798 2.9856 0.084
H -0.1564 1.3999 1.2669 0.090
H 0.1442 3.1469 1.0172 0.084
H -0.9448 2.2725 -0.0644 0.087
C 8.9294 -0.9644 -3.5738 -0.112
O 8.8950 -0.0047 -4.6213 -0.268
P 8.8218 -0.6534 -6.1243 0.527
O 7.9443 -1.8370 -5.9580 -0.259
O 10.4032 -1.0383 -6.1511 -0.275
C 11.3910 -0.0879 -5.7190 -0.093
O 8.6945 -0.3588 -7.7094 -0.221
C 9.7658 -0.6032 -8.6297 -0.077
H 9.2868 -0.4629 -2.6745 0.101
H 7.9313 -1.3427 -3.3925 0.035
H 9.6041 -1.7879 -3.8043 0.098
H 11.7867 -0.3973 -4.7527 0.090
H 10.9871 0.9194 -5.6325 0.089
H 12.2007 -0.0851 -6.4467 0.091
H 10.0770 -1.6432 -8.5769 0.099
H 10.6086 0.0598 -8.4480 0.085
H 9.3727 -0.3938 -9.6218 0.097
C -8.4543 7.4097 0.0657 -0.102
O -8.0959 6.1651 -0.5400 -0.275
P -7.1340 5.1921 0.3471 0.530
O -7.5623 5.3845 1.7447 -0.236
O -5.7787 6.0494 0.0063 -0.281
C -5.5194 6.4802 -1.3340 -0.112
O -6.3914 3.7436 0.4084 -0.232
C -4.9711 3.6133 0.3235 -0.090
H -8.7976 8.0586 -0.7388 0.093
H -9.2625 7.2656 0.7778 0.090
H -7.5972 7.8677 0.5580 0.090
H -5.6835 7.5553 -1.4038 0.088
H -6.1536 5.9771 -2.0624 0.087
H -4.4753 6.2674 -1.5651 0.084
H -4.4818 4.1943 1.1025 0.092
H -4.6152 3.9114 -0.6616 0.083
H -4.7326 2.5607 0.4716 0.080
C 4.0126 -10.6317 -6.3203 -0.086
O 4.7902 -9.4309 -6.4400 -0.270
P 4.5509 -8.3102 -5.2922 0.534
O 4.3271 -9.0612 -4.0442 -0.230
O 3.1671 -7.7591 -5.9588 -0.277
C 3.0861 -7.5279 -7.3761 -0.094
O 5.0047 -6.8434 -4.7003 -0.238
C 4.1660 -5.7036 -4.7661 -0.107
H 4.0352 -11.1107 -7.2972 0.097
H 4.4556 -11.2973 -5.5851 0.092
H 2.9819 -10.4053 -6.0517 0.093
H 2.4755 -8.3064 -7.8298 0.092
H 4.0653 -7.5218 -7.8514 0.089
H 2.6052 -6.5637 -7.5371 0.087
H 3.2115 -5.8969 -4.2781 0.106
H 4.0146 -5.3722 -5.7914 0.092
H 4.6821 -4.9067 -4.2262 0.051
C -6.1241 4.7738 10.2693 -0.097
O -5.1471 5.4265 9.4513 -0.272
P -3.7219 4.6569 9.2934 0.532
O -4.0503 3.2192 9.2651 -0.236
O -3.1797 5.1295 10.7616 -0.278
C -3.3470 6.4877 11.1911 -0.104
O -2.2533 4.6788 8.5767 -0.257
C -1.0517 4.9128 9.3137 -0.090
H -6.8571 5.5321 10.5397 0.095
H -6.6177 3.9827 9.7113 0.090
H -5.6714 4.3700 11.1738 0.091
H -4.1222 6.5285 11.9551 0.090
H -3.6205 7.1513 10.3723 0.088
H -2.4065 6.8265 11.6250 0.087
H -0.9506 4.1839 10.1142 0.101
H -1.0152 5.9253 9.7103 0.084
H -0.2269 4.7918 8.6119 0.087

2.
29
Properties=species:S:1:pos:R:3:nbo_charge:R:1 method="wB97M-V/def2-TZVPD" gap_ev=9.8 smiles="C[C@]12[C@@H]3CC[C@H]1[C@H](CO[P@@]2(C)=O)C3=O" homo_ev=-9.24 relative_energy_kcal_mol=55.30
C 0.0395 1.4609 1.4259 -0.638
C -0.1914 0.0814 0.7286 -0.368
C 0.4331 -1.2125 1.4252 -0.326
C 1.9144 -1.1617 1.1628 -0.438
C 2.0081 -0.3332 -0.1241 -0.398
C 0.5547 -0.1969 -0.6100 -0.230
C 0.0994 -1.5750 -0.9990 -0.382
C -1.3122 -1.6758 -1.5532 -0.053
O -2.2446 -1.3745 -0.5642 -0.789
P -2.0334 -0.0940 0.4114 2.161
C -2.6974 1.4362 -0.5328 -0.966
O -2.8464 -0.2932 1.5893 -1.095
C 0.1176 -2.3174 0.3410 0.630
O -0.0297 -3.4550 0.6462 -0.516
H 0.1304 2.2757 0.5383 0.217
H 0.9556 1.3367 2.0004 0.228
H -0.9740 1.5736 1.9775 0.246
H -0.0904 -1.3271 2.4315 0.263
H 2.4629 -2.0626 1.1919 0.235
H 2.3265 -0.6594 1.9328 0.220
H 2.5054 0.6891 -0.1021 0.215
H 2.5149 -0.8305 -0.8328 0.206
H 0.5847 0.6274 -1.4690 0.233
H 0.8876 -2.1204 -1.7874 0.249
H -1.3019 -1.0372 -2.3625 0.174
H -1.6106 -2.7494 -2.0040 0.212
H -3.7263 1.0851 -0.8835 0.260
H -2.7180 2.1416 0.1617 0.221
H -2.0266 1.8337 -1.3842 0.228